The following is a DFT calculation (the ωB97M-V functional and the def2-TZVPD basis) of a cluster of 3 separate species, C12H33N3O3 in total in a non-equilibrium geometry.

Structure (XYZ):
```
51
Properties=species:S:1:pos:R:3:forces:R:3
C 3.1338 -0.4931 -2.3944 0.15 -0.04 -2.04
O 3.0374 0.9041 -2.7022 0.80 -0.10 1.12
C 4.2892 1.5884 -2.8052 0.64 0.74 -0.72
C 4.0432 3.1081 -2.7819 -2.12 -0.67 -0.37
C 5.1515 4.0087 -2.9476 3.55 1.10 -0.39
N 3.3205 3.4543 -1.5643 -1.05 -1.31 0.28
H 3.8739 -0.9788 -3.0303 0.75 0.26 0.00
H 2.2558 -0.9239 -2.8757 -0.52 -0.06 0.97
H 3.3582 -0.8136 -1.3770 -0.46 0.53 0.23
H 5.0222 1.4282 -2.0146 -0.15 -0.79 0.41
H 4.7347 1.3199 -3.7631 0.28 -0.16 -0.10
H 3.3775 3.2369 -3.6354 -0.59 0.34 0.13
H 5.0393 5.0404 -2.6142 -0.83 -0.14 0.16
H 5.5659 4.1258 -3.9489 -0.21 -0.40 -0.27
H 5.9935 3.6574 -2.3512 0.34 -0.10 0.20
H 3.8615 3.4439 -0.7115 1.22 0.78 -0.10
H 2.9549 2.5235 -1.4223 -1.80 -0.03 0.47
C -4.3147 -3.7236 -1.0671 -0.17 0.27 -0.39
O -2.9998 -3.4935 -0.6105 -0.24 0.38 0.37
C -2.8761 -2.5408 0.4654 2.19 -0.45 -0.73
C -3.2525 -3.0620 1.8153 -2.14 -0.49 0.04
C -3.3296 -2.0162 2.9325 1.29 -0.36 -0.48
N -2.5065 -4.2492 2.3362 -0.16 1.18 -0.09
H -4.8505 -2.8164 -1.3464 0.01 0.60 0.48
H -4.9260 -4.2805 -0.3570 0.02 -0.17 -0.01
H -4.2849 -4.2166 -2.0388 0.38 -0.58 0.28
H -1.8019 -2.3658 0.5251 0.31 0.15 -0.30
H -3.2768 -1.5725 0.1657 -0.66 -0.01 0.29
H -4.2739 -3.3863 1.6167 -0.39 -0.43 0.47
H -3.5032 -2.5592 3.8615 -0.77 0.31 0.07
H -3.9878 -1.1662 2.7529 -0.13 -0.24 0.14
H -2.3046 -1.6711 3.0684 0.10 0.58 0.00
H -1.5630 -4.2899 1.9781 0.17 -0.02 -0.68
H -2.3343 -3.9128 3.2728 0.17 -0.75 0.56
C -0.1703 -0.1682 -0.9328 1.45 0.84 -2.04
O -0.5095 -0.0528 0.3829 -0.76 -1.21 1.21
C -0.7297 1.2521 0.8685 -0.99 -0.50 0.49
C -1.3055 1.0642 2.2806 -0.55 0.21 1.26
C -1.5087 2.4026 3.0648 1.13 -0.13 -0.83
N -0.4782 0.1105 3.0729 -0.56 1.05 -0.63
H 0.8082 0.2960 -1.0564 0.25 0.27 -0.40
H -0.8324 0.3095 -1.6549 -0.49 0.47 0.25
H -0.0450 -1.1569 -1.3743 -0.28 -0.58 1.07
H 0.2006 1.8196 0.8907 0.07 0.29 -0.20
H -1.5223 1.6806 0.2551 0.24 0.67 -0.22
H -2.2577 0.5415 2.1897 -0.22 0.20 -0.32
H -0.6242 2.9983 2.8391 0.28 0.21 0.09
H -1.4939 2.2996 4.1498 -0.33 -0.41 -0.09
H -2.3241 3.0600 2.7630 -0.32 -0.50 -0.10
H -0.0790 -0.4231 2.3139 0.64 -0.66 0.37
H 0.2449 0.6588 3.5162 0.45 -0.14 0.08
```
Positions in Å, forces in eV/Å.

Its total charge is 0. Its SMILES is COC[C@H](C)N.COC[C@H](C)N.COC[C@H](C)N. As for the energy above the lowest of the compared OMol25 structures with the same formula, charge and spin: 211.0 kJ/mol. The HOMO-LUMO gap is 9.87 eV. As for the calculated total energy: -23588.35868 eV.